1.
# C23H31N5O2

A single C23H31N5O2 molecule (the ωB97M-V functional and the def2-TZVPD basis, the OMol25 dataset).

The geometry in XYZ format:
```
61
C23H31N5O2 (the ωB97M-V functional and the def2-TZVPD basis)
C -1.91 -0.78 2.40
C -2.38 -1.87 1.44
C -1.30 -2.89 1.07
C -1.81 -3.90 0.03
C -2.91 -4.81 0.56
C -0.04 -2.19 0.53
O -0.43 -1.29 -0.50
C 0.37 -1.11 -1.53
O 1.42 -1.65 -1.72
C -0.29 -0.11 -2.50
C -1.35 -0.84 -3.16
N -2.16 -1.46 -3.67
C -0.87 1.03 -1.68
N -2.11 1.34 -1.90
C -2.75 2.15 -1.04
C -4.08 2.54 -1.27
C -4.75 3.26 -0.31
C -4.12 3.61 0.89
C -2.82 3.25 1.14
C -2.10 2.53 0.17
N -0.80 2.24 0.36
C -0.15 1.58 -0.57
N 1.18 1.30 -0.36
C 1.71 1.56 0.97
C 2.97 0.73 1.17
N 3.96 1.10 0.18
C 5.24 0.44 0.42
C 6.37 1.09 -0.35
C 3.44 0.83 -1.15
C 2.17 1.65 -1.36
H -1.43 -1.22 3.27
H -1.22 -0.10 1.92
H -2.76 -0.20 2.75
H -2.74 -1.39 0.52
H -3.22 -2.40 1.89
H -1.00 -3.43 1.98
H -0.97 -4.52 -0.28
H -2.17 -3.36 -0.84
H -2.60 -5.30 1.47
H -3.82 -4.24 0.76
H -3.15 -5.57 -0.18
H 0.45 -1.61 1.32
H 0.67 -2.92 0.13
H 0.43 0.21 -3.25
H -4.55 2.25 -2.20
H -5.77 3.56 -0.48
H -4.67 4.17 1.63
H -2.32 3.52 2.06
H 0.94 1.30 1.70
H 1.95 2.63 1.08
H 3.37 0.92 2.17
H 2.71 -0.34 1.10
H 5.45 0.53 1.49
H 5.19 -0.64 0.18
H 6.35 2.17 -0.21
H 6.31 0.88 -1.42
H 7.33 0.71 0.01
H 4.18 1.14 -1.89
H 3.22 -0.24 -1.29
H 1.78 1.48 -2.37
H 2.42 2.72 -1.27
```

The largest force on an atom comes out at 1.01 eV/Å. Its total energy is -35900.0729 eV. The value obtained for the energy above the lowest of the compared OMol25 structures with the same formula, charge and spin is 236.8 kJ/mol. The total charge is 0. As for the molecular weight: 409.534 g/mol. As for the gap between HOMO and LUMO: 8.4 eV. As for the HOMO energy: -8.52 eV.

***

2.
# C64H55AsBrN8O4PSSe2Ti

A molecular structure, C64H55AsBrN8O4PSSe2Ti (the ωB97M-V functional and the def2-TZVPD basis, the OMol25 dataset).

The geometry in XYZ format:
```
138
C64H55AsBrN8O4PSSe2Ti (the ωB97M-V functional and the def2-TZVPD basis)
Ti -1.33 1.47 1.40
Se -1.46 4.01 4.23
Se -1.51 1.17 3.93
C 0.23 1.23 4.76
C 0.23 1.32 6.16
C 1.44 1.43 6.81
C 2.61 1.45 6.05
C 2.50 1.35 4.68
N 1.33 1.22 4.04
C -2.70 4.16 2.81
C -3.71 5.13 2.93
C -4.52 5.42 1.85
C -4.30 4.75 0.66
C -3.34 3.77 0.63
N -2.57 3.44 1.68
H -0.71 1.33 6.69
H 1.48 1.51 7.89
H 3.58 1.56 6.52
H 3.38 1.38 4.05
H -3.80 5.66 3.87
H -5.29 6.17 1.93
H -4.88 4.97 -0.24
H -3.15 3.25 -0.29
S -0.71 -0.80 1.41
C -2.32 -1.15 2.11
N -2.42 -2.32 2.76
N -3.55 -2.70 3.36
C -4.74 -1.98 3.67
C -4.69 -0.77 4.34
C -5.87 -0.12 4.67
C -7.10 -0.69 4.36
C -7.14 -1.92 3.72
C -5.96 -2.57 3.38
N -3.33 -0.34 1.87
N -3.08 0.68 0.98
C -4.29 1.05 0.34
C -5.45 1.25 1.09
C -6.64 1.59 0.46
C -6.69 1.72 -0.92
C -5.54 1.51 -1.67
C -4.34 1.17 -1.04
H -3.60 -3.70 3.43
H -3.74 -0.34 4.60
H -5.82 0.83 5.19
H -8.02 -0.18 4.62
H -8.10 -2.38 3.49
H -5.99 -3.52 2.85
H -5.40 1.15 2.17
H -7.53 1.75 1.05
H -7.62 1.97 -1.42
H -5.57 1.59 -2.75
H -3.45 0.97 -1.62
C -0.54 5.56 -0.25
O -0.82 4.19 -0.51
C -0.58 3.71 -1.73
C -0.20 4.47 -2.82
C -0.06 3.87 -4.07
Br 0.48 4.92 -5.54
C -0.32 2.53 -4.26
C -0.69 1.75 -3.15
C -0.78 2.33 -1.88
O -1.07 1.56 -0.79
C -1.02 0.33 -3.31
N -1.17 -0.47 -2.28
C -1.57 -1.70 -2.79
C -1.88 -2.88 -2.12
C -2.28 -3.95 -2.90
C -2.36 -3.85 -4.30
C -2.03 -2.69 -4.97
C -1.64 -1.61 -4.18
N -1.27 -0.31 -4.48
H 0.52 5.77 -0.42
H -0.76 5.71 0.81
H -1.17 6.21 -0.85
H -0.01 5.53 -2.72
H -0.21 2.09 -5.24
H -1.09 0.56 -1.11
H -1.80 -2.94 -1.04
H -2.54 -4.88 -2.42
H -2.69 -4.71 -4.87
H -2.09 -2.62 -6.04
H -1.24 0.11 -5.40
C 2.61 -1.69 -1.32
C 2.34 -1.32 -2.77
As 3.17 -2.53 -4.12
C 5.05 -2.28 -3.66
C 5.95 -3.29 -3.97
C 7.30 -3.16 -3.67
C 7.77 -2.00 -3.06
C 6.88 -0.97 -2.78
C 5.53 -1.11 -3.08
C 2.83 -4.21 -3.16
C 3.67 -4.76 -2.19
C 3.26 -5.84 -1.42
C 2.00 -6.39 -1.61
C 1.16 -5.87 -2.59
C 1.57 -4.79 -3.35
P 2.12 -0.40 -0.03
C 2.73 -1.38 1.42
C 3.65 -0.91 2.35
C 4.07 -1.70 3.41
C 3.55 -2.98 3.57
C 2.59 -3.44 2.68
C 2.18 -2.65 1.62
C 3.46 0.79 -0.48
C 3.03 1.74 -1.42
C 3.92 2.66 -1.96
C 5.24 2.67 -1.54
C 5.67 1.75 -0.61
C 4.80 0.80 -0.09
H 3.67 -1.90 -1.14
H 2.06 -2.60 -1.08
H 2.69 -0.32 -3.01
H 1.27 -1.35 -2.95
H 5.60 -4.20 -4.45
H 7.99 -3.97 -3.91
H 8.81 -1.90 -2.81
H 7.23 -0.06 -2.31
H 4.86 -0.29 -2.86
H 4.65 -4.33 -2.02
H 3.92 -6.22 -0.65
H 1.68 -7.23 -1.00
H 0.18 -6.30 -2.74
H 0.91 -4.38 -4.11
H 4.05 0.09 2.26
H 4.81 -1.32 4.11
H 3.88 -3.60 4.40
H 2.16 -4.42 2.81
H 1.42 -3.03 0.96
H 1.99 1.76 -1.71
H 3.56 3.38 -2.69
H 5.93 3.41 -1.94
H 6.71 1.75 -0.28
H 5.18 0.06 0.59
O 1.81 3.64 0.66
C 1.22 3.23 1.62
O 0.19 2.40 1.58
H 1.51 3.51 2.64
```

The largest force on an atom comes out at 1.70 eV/Å. The spin multiplicity is 3. Its total energy is -392185.2183 eV. The value obtained for the energy above the lowest of the compared OMol25 structures with the same formula, charge and spin is 3.4 kJ/mol. The total charge is 0. As for the molecular weight: 1423.850 g/mol. As for the gap between HOMO and LUMO (alpha / beta): 6.2 / 6.4 eV. As for the HOMO energy (alpha / beta): -6.53 / -7.36 eV.